[1]
Formula: C23H29BN4O4OsS
Source: the Open Molecules 2025 dataset
Level of theory: ωB97M-V with the def2-TZVPD basis set

The geometry in XYZ format:
```
63
Properties=species:S:1:pos:R:3:lowdin_charge:R:1
Os -0.26 -1.07 0.64 1.66
C 1.90 1.22 4.21 -0.02
C 1.55 1.20 2.71 -0.36
C 1.04 2.57 2.26 -0.04
C 0.57 0.07 2.54 -0.24
C -0.84 0.27 2.41 -0.05
C -1.75 -0.80 2.44 -0.03
C -1.30 -2.13 2.51 -0.29
C -2.25 -3.28 2.52 0.01
C 0.13 -2.34 2.55 -0.05
C 1.03 -1.27 2.61 -0.06
H 2.63 2.02 4.39 0.10
H 2.34 0.28 4.55 0.09
H 1.02 1.44 4.82 0.10
H 2.44 0.93 2.15 0.14
H 0.23 2.92 2.91 0.10
H 0.70 2.57 1.23 0.06
H 1.85 3.28 2.35 0.10
H -1.22 1.27 2.28 0.15
H -2.82 -0.61 2.35 0.16
H -2.60 -3.51 1.52 0.10
H -3.12 -3.04 3.14 0.11
H -1.77 -4.18 2.92 0.11
H 0.50 -3.35 2.53 0.15
H 2.09 -1.46 2.65 0.14
C 5.50 0.55 -0.92 -0.08
C 5.02 -0.83 -0.45 -0.22
C 3.59 -1.06 -0.79 -0.55
N 2.62 -1.04 0.06 0.05
N 1.40 -1.26 -0.54 -0.18
C 1.46 -1.43 -1.86 -0.64
N 0.40 -1.62 -2.65 0.17
S 3.08 -1.35 -2.43 1.21
H 6.53 0.70 -0.60 0.09
H 4.89 1.34 -0.49 0.08
H 5.47 0.63 -2.00 0.08
H 5.11 -0.93 0.64 0.12
H 5.63 -1.62 -0.90 0.12
H -0.50 -1.83 -2.25 0.09
H 0.53 -1.84 -3.62 0.13
O -0.09 0.81 -0.14 -0.11
C -1.22 0.73 -0.78 -0.49
O -1.76 -0.44 -0.61 -0.08
C -1.79 1.78 -1.55 -0.15
C -1.09 2.99 -1.68 0.02
C -1.61 4.03 -2.42 0.06
C -2.84 3.82 -3.02 -0.18
O -3.53 4.67 -3.77 0.09
C -4.74 3.99 -4.18 -0.06
O -4.71 2.70 -3.57 0.07
C -3.54 2.61 -2.89 -0.19
C -3.05 1.57 -2.17 0.10
H -0.13 3.10 -1.19 0.12
H -1.09 4.97 -2.54 0.14
H -4.74 3.89 -5.26 0.15
H -5.60 4.55 -3.82 0.15
H -3.59 0.64 -2.07 0.14
B -1.45 -5.09 -1.39 -0.35
C -0.98 -3.83 -0.65 -0.14
N -0.63 -2.87 -0.09 -0.04
H -1.72 -5.88 -0.51 0.04
H -2.43 -4.73 -2.00 0.04
H -0.53 -5.45 -2.08 0.03
```

Results
* LUMO: -7.80 eV
* charge: +2
* 2S+1: 1
* HOMO energy: -13.623 eV
* electronic energy: -52435.05824 eV
* energy above the lowest of the compared OMol25 structures with the same formula, charge and spin: 21.11 kJ/mol
* HOMO-LUMO gap: 5.8243 eV

[2]
Formula: C23H29CaCl2F6N6PS4
Source: the Open Molecules 2025 dataset
Level of theory: ωB97M-V with the def2-TZVPD basis set

The geometry in XYZ format:
```
72
Properties=species:S:1:pos:R:3:lowdin_spin:R:1
Ca 0.60 -0.75 -0.65 0.00
Cl 1.93 -3.54 0.94 0.00
C 0.28 -4.07 1.32 0.00
Cl -0.90 -2.73 1.42 0.00
H 0.31 -4.56 2.28 0.00
H -0.06 -4.73 0.53 0.00
C -5.57 -0.74 2.71 0.00
C -5.43 -0.40 1.24 0.00
S -3.76 -0.52 0.55 0.00
C -3.31 1.19 0.22 0.00
C -2.87 2.07 1.39 0.00
S -1.44 1.44 2.31 0.03
C -2.12 1.02 3.93 0.01
C -3.11 -0.15 4.01 0.00
S -4.82 0.44 3.86 0.00
H -5.19 -1.74 2.92 0.00
H -6.63 -0.75 2.98 0.00
H -5.82 0.60 1.04 0.00
H -6.04 -1.09 0.65 0.00
H -4.13 1.68 -0.31 0.00
H -2.50 1.10 -0.51 0.00
H -3.68 2.20 2.10 0.00
H -2.60 3.06 1.01 0.00
H -2.55 1.93 4.35 0.00
H -1.23 0.80 4.52 0.00
H -3.00 -0.64 4.98 0.00
H -2.91 -0.87 3.23 0.00
S 0.87 2.41 0.06 0.62
C -0.03 2.49 -1.40 0.05
C -0.44 3.71 -1.95 0.11
C -1.16 3.70 -3.14 -0.01
C -1.46 2.48 -3.71 0.11
C -1.03 1.30 -3.09 0.01
N -0.33 1.29 -1.97 0.05
H -0.19 4.63 -1.44 0.00
H -1.49 4.62 -3.59 0.00
H -2.03 2.42 -4.63 0.01
H -1.27 0.33 -3.52 0.00
N 3.64 1.26 -4.89 0.00
C 3.41 0.16 -4.12 0.00
C 2.71 0.25 -2.91 0.00
N 2.47 -0.83 -2.17 0.00
C 2.95 -2.00 -2.60 0.00
C 3.66 -2.06 -3.78 0.00
N 3.89 -1.00 -4.54 0.00
H 3.30 2.17 -4.65 0.00
H 4.14 1.14 -5.75 0.00
H 2.34 1.20 -2.55 0.00
H 2.74 -2.89 -2.01 0.00
H 4.05 -3.01 -4.13 0.00
N 2.19 -0.28 3.72 0.00
C 1.24 -0.53 2.79 0.00
N 1.65 -0.33 1.57 0.00
C 2.99 0.09 1.71 0.00
C 3.93 0.45 0.74 0.00
C 5.18 0.83 1.17 0.00
C 5.51 0.85 2.54 0.00
C 4.60 0.49 3.50 0.00
C 3.34 0.11 3.05 0.00
H 2.07 -0.39 4.72 0.00
H 0.25 -0.85 3.06 0.00
H 3.69 0.44 -0.31 0.00
H 5.93 1.12 0.45 0.00
H 6.51 1.15 2.84 0.00
H 4.85 0.51 4.56 0.00
F -1.35 -1.27 -1.32 0.00
P -1.22 -2.59 -2.43 0.00
F -2.42 -1.98 -3.25 0.00
F -0.95 -3.78 -3.42 0.00
F 0.11 -3.01 -1.50 0.00
F -0.16 -1.62 -3.23 0.00
F -2.15 -3.43 -1.49 0.00
```

Results
* LUMO (alpha / beta): -2.49 / -5.54 eV
* charge: +1
* 2S+1: 2
* ⟨S²⟩: 0.775
* HOMO energy (alpha / beta): -10.606 / -10.608 eV
* electronic energy: -145686.02324 eV
* energy above the lowest of the compared OMol25 structures with the same formula, charge and spin: 66.00 kJ/mol
* HOMO-LUMO gap (alpha / beta): 8.1175 / 5.0720 eV

[3]
Formula: C23H29ClN4O5RuSe2
Source: the Open Molecules 2025 dataset
Level of theory: ωB97M-V with the def2-TZVPD basis set

The geometry in XYZ format:
```
65
Properties=species:S:1:pos:R:3:lowdin_spin:R:1
Ru -0.24 -0.12 -0.41 0.94
O -3.28 4.70 1.41 0.00
C -2.82 3.89 2.49 0.00
C -2.17 2.61 1.96 0.00
C -1.98 1.75 3.23 0.00
O -0.94 0.80 3.21 0.00
C -3.13 1.92 0.99 0.00
Se -2.56 0.11 0.52 -0.02
C -0.84 2.98 1.26 0.00
Se -0.51 2.32 -0.54 0.00
H -3.55 5.55 1.76 0.00
H -3.66 3.63 3.15 0.00
H -2.08 4.43 3.09 0.00
H -2.94 1.26 3.45 0.00
H -1.75 2.41 4.07 0.00
H -1.16 0.15 2.52 0.00
H -3.25 2.50 0.09 0.00
H -4.10 1.77 1.47 0.00
H 0.01 2.75 1.90 0.00
H -0.85 4.05 1.07 0.00
C -1.13 0.72 -5.69 0.00
N -1.49 -0.13 -4.57 0.00
C -2.25 -1.24 -4.72 0.00
C -2.54 -2.04 -3.68 0.00
C -2.01 -1.67 -2.40 0.00
N -1.27 -0.58 -2.25 0.00
C -0.94 0.22 -3.32 0.00
O -0.21 1.18 -3.27 0.01
N -2.27 -2.43 -1.35 0.00
H -1.64 0.36 -6.58 0.00
H -0.05 0.70 -5.85 0.00
H -1.42 1.75 -5.49 0.00
H -2.60 -1.44 -5.72 0.00
H -3.14 -2.92 -3.80 0.00
H -2.84 -3.25 -1.44 0.00
H -1.98 -2.14 -0.43 0.00
C 0.81 -3.46 -0.90 0.00
C 1.68 -2.39 -1.50 0.00
C 2.80 -2.56 -2.28 0.00
C 3.31 -1.26 -2.54 0.00
C 2.47 -0.36 -1.92 0.01
C 2.64 1.12 -1.78 0.00
N 1.47 -1.05 -1.29 0.01
H 1.43 -4.24 -0.45 0.00
H 0.16 -3.94 -1.63 0.00
H 0.20 -3.05 -0.09 0.00
H 3.22 -3.51 -2.58 0.00
H 4.20 -1.00 -3.10 0.00
H 3.51 1.45 -2.36 0.00
H 2.79 1.40 -0.74 0.00
H 1.77 1.67 -2.14 0.00
Cl 5.06 -1.76 6.11 0.00
C 3.89 -1.44 4.85 0.00
C 2.74 -2.20 4.79 0.00
C 1.82 -1.94 3.78 0.00
C 2.05 -0.93 2.86 0.00
C 3.21 -0.17 2.94 0.00
C 4.14 -0.42 3.94 0.00
C 1.05 -0.66 1.78 0.00
O 0.09 -1.45 1.58 0.04
O 1.18 0.38 1.08 0.00
H 2.57 -2.98 5.52 0.00
H 0.91 -2.52 3.70 0.00
H 3.37 0.61 2.21 0.00
H 5.05 0.15 4.01 0.00
```

Results
* LUMO (alpha / beta): 2.38 / 2.38 eV
* charge: -1
* 2S+1: 2
* ⟨S²⟩: 0.761
* HOMO energy (alpha / beta): -3.725 / -3.725 eV
* electronic energy: -186320.17615 eV
* energy above the lowest of the compared OMol25 structures with the same formula, charge and spin: 124.12 kJ/mol
* HOMO-LUMO gap (alpha / beta): 6.1016 / 6.1015 eV

[4]
Formula: C23H29CrF3N3OSSbSe4Si
Source: the Open Molecules 2025 dataset
Level of theory: ωB97M-V with the def2-TZVPD basis set

The geometry in XYZ format:
```
67
Properties=species:S:1:pos:R:3:lowdin_spin:R:1
Cr -1.25 -1.31 0.37 3.07
C -2.98 -2.86 3.21 0.00
C -3.78 -2.12 2.18 0.01
C -5.15 -1.95 2.26 0.00
C -5.81 -1.29 1.23 0.01
C -5.12 -0.83 0.12 0.00
C -3.75 -1.05 0.09 0.01
N -3.11 -1.65 1.12 0.00
N -2.86 -0.80 -0.91 0.00
Si -2.42 0.15 -2.15 0.01
C 0.89 0.62 -3.28 0.00
C -1.87 -0.73 -3.66 0.00
C -2.82 1.94 -2.27 0.00
H -3.55 -2.99 4.13 0.00
H -2.05 -2.34 3.42 0.00
H -2.71 -3.85 2.82 0.00
H -5.69 -2.33 3.11 0.00
H -6.88 -1.15 1.28 0.00
H -5.61 -0.34 -0.71 0.00
H 0.73 -0.41 -3.57 0.00
H -0.07 1.08 -3.02 0.00
H 1.28 1.17 -4.14 0.00
H -1.31 -1.62 -3.37 0.00
H -1.30 -0.12 -4.35 0.00
H -2.78 -1.07 -4.16 0.00
H -3.14 2.35 -1.31 0.00
H -3.62 2.08 -3.00 0.00
H -1.95 2.50 -2.61 0.00
Se 0.96 -6.74 -1.11 -0.06
Sb 1.23 -4.90 0.40 0.01
Se 3.40 -3.81 0.68 0.50
Se 1.25 -5.07 2.85 0.53
Se -0.74 -3.53 -0.44 -0.15
C 4.33 3.64 0.55 0.00
C 3.35 2.53 0.83 0.00
C 2.83 2.36 2.05 0.00
C 2.06 1.18 2.39 0.00
C 1.96 0.15 1.55 0.00
C 2.51 0.16 0.15 0.00
C 3.04 1.57 -0.28 0.00
S 1.17 -1.37 1.97 0.01
C 1.62 -1.64 3.67 0.00
O -0.37 -1.11 2.10 0.01
H 5.27 3.44 1.08 0.00
H 3.96 4.60 0.89 0.00
H 4.57 3.73 -0.51 0.00
H 3.05 3.07 2.83 0.00
H 1.63 1.13 3.38 0.00
H 3.33 -0.57 0.11 0.00
H 3.96 1.42 -0.86 0.00
H 1.51 -0.73 4.25 0.00
H 2.64 -2.01 3.68 0.00
H 0.96 -2.43 4.02 0.00
F 3.54 2.98 -2.78 0.00
C 2.35 3.18 -2.17 0.00
F 1.44 3.43 -3.14 0.00
F 2.46 4.32 -1.45 0.00
C 1.95 2.00 -1.31 0.00
C 1.83 0.68 -2.10 0.00
C 1.46 -0.26 -0.94 0.01
N 0.07 -0.04 -0.51 0.01
C -0.19 1.29 -0.28 0.00
C 0.63 2.30 -0.62 0.01
H 2.83 0.39 -2.44 0.00
H 1.57 -1.31 -1.21 0.00
H -1.13 1.53 0.22 0.00
H 0.38 3.32 -0.37 0.00
```

Results
* LUMO (alpha / beta): -1.35 / -1.19 eV
* charge: 0
* 2S+1: 5
* ⟨S²⟩: 6.185
* HOMO energy (alpha / beta): -7.044 / -7.057 eV
* electronic energy: -354050.76286 eV
* energy above the lowest of the compared OMol25 structures with the same formula, charge and spin: 224.71 kJ/mol
* HOMO-LUMO gap (alpha / beta): 5.6958 / 5.8676 eV

> The highest 2S+1 belongs to which entry?

C23H29CrF3N3OSSbSe4Si

> Which value of charge does entry 4 give?

0

> Among the records above, which one has the highest charge?

C23H29BN4O4OsS